Record 1
The following is a DFT calculation (ωB97M-V/def2-TZVPD) of C27H57Br3F6NNaO40S12 as an isolated structure.

XYZ file:
```
147
Properties=species:S:1:pos:R:3:lowdin_charge:R:1
Na 3.86146 5.58659 -15.55619 0.430
C 0.48905 6.04277 -14.87879 -0.638
F 0.11752 7.22314 -14.40714 0.136
F 1.67624 5.71884 -14.32178 0.133
F -0.41006 5.11529 -14.58277 0.154
S 0.58461 6.16976 -16.72756 0.612
O 0.45753 4.85015 -17.21180 -0.243
O -0.36580 7.17290 -17.07814 -0.250
N 2.13980 6.71475 -16.80778 -0.304
S 2.34628 7.28444 -18.27430 0.585
O 2.12039 6.31358 -19.31144 -0.266
O 1.81763 8.59009 -18.54286 -0.284
C 4.18243 7.59624 -18.34070 -0.634
F 4.38365 8.89068 -18.03337 0.122
F 4.86488 6.90472 -17.40119 0.107
F 4.66227 7.37718 -19.53281 0.191
O 5.21864 7.32684 -14.53062 -0.280
S 6.23435 7.99742 -13.78202 0.575
O 7.59423 7.63420 -13.91496 -0.234
O 6.02424 9.52488 -14.12638 -0.252
C 7.17156 10.38914 -13.99695 -0.239
C 6.83864 11.69936 -14.72160 -0.048
C 5.73709 7.96557 -12.09610 -0.098
H 8.03316 9.94318 -14.48680 0.114
H 7.43186 10.61597 -12.96144 0.126
H 6.23354 11.44702 -15.59620 0.080
H 7.73774 12.17629 -15.10251 0.081
H 6.23953 12.36138 -14.10107 0.080
H 6.53511 8.32675 -11.45554 0.080
H 5.46779 6.93038 -11.88904 0.081
H 4.83516 8.56179 -11.96923 0.054
O 7.49647 4.56351 -17.20220 -0.249
S 6.63743 3.49487 -16.82543 0.584
O 5.42773 3.82156 -16.10299 -0.304
O 6.22504 2.60450 -18.04116 -0.237
C 5.30659 3.13204 -19.03627 -0.208
C 5.88795 4.25560 -19.87391 -0.053
C 7.52359 2.26931 -15.88912 -0.082
H 4.44317 3.46638 -18.45672 0.114
H 4.98713 2.33767 -19.70450 0.123
H 5.16329 4.67974 -20.56843 0.080
H 6.78268 3.92465 -20.39644 0.092
H 6.14782 5.08807 -19.21866 0.054
H 7.73985 2.69486 -14.91933 0.080
H 8.33566 2.01550 -16.56604 0.079
H 6.82745 1.43430 -15.83126 0.079
O -1.19512 6.52298 -20.97894 -0.275
S -2.52472 6.00845 -21.07200 0.538
O -2.80525 4.71366 -20.58984 -0.245
O -3.51088 7.03512 -20.39738 -0.240
C -3.27834 7.32969 -19.01018 -0.258
C -2.64194 8.67824 -18.82838 -0.104
C -3.06188 6.18189 -22.74945 -0.099
H -2.73860 6.56486 -18.44826 0.111
H -4.26767 7.33256 -18.54487 0.123
H -1.59176 8.70456 -19.11917 0.032
H -2.67800 9.02850 -17.79263 0.075
H -3.12184 9.46917 -19.41093 0.083
H -4.12476 5.95099 -22.75544 0.079
H -2.59384 5.32838 -23.23950 0.079
H -2.73919 7.15856 -23.08016 0.067
O -3.13870 1.28550 -15.07902 -0.278
S -4.29573 2.04256 -15.44097 0.563
O -5.04939 1.70244 -16.58681 -0.243
O -5.31358 2.02520 -14.22542 -0.247
C -4.82868 1.59660 -12.93906 -0.270
C -5.90815 1.60489 -11.90310 -0.070
C -3.87257 3.76952 -15.41765 -0.101
H -3.99162 2.24101 -12.65406 0.115
H -4.43337 0.58066 -12.99428 0.121
H -5.45382 1.44208 -10.92543 0.085
H -6.61745 0.78164 -12.02519 0.082
H -6.52844 2.50170 -11.87683 0.082
H -3.27309 3.88178 -14.51873 0.050
H -4.78575 4.34591 -15.32200 0.074
H -3.34800 3.93145 -16.35692 0.072
C 1.36052 11.52167 -19.82918 -1.605
Br 1.25147 12.29794 -21.58482 0.677
Br -0.37056 11.44556 -18.98788 0.638
Br 2.62165 12.51860 -18.76380 0.608
H 1.73198 10.50869 -19.86959 -0.068
C 0.50755 2.08719 -15.36983 -0.163
C -0.17648 0.69431 -15.21477 -0.134
O 0.89381 -0.26015 -15.21604 -0.178
S 2.30975 0.42563 -15.01361 0.574
O 3.23944 -0.14728 -15.89255 -0.199
O 2.55049 0.53432 -13.61564 -0.224
O 1.89757 1.85916 -15.58139 -0.193
H 0.41571 2.65845 -14.44373 0.117
H 0.04368 2.66488 -16.16184 0.110
H -0.78439 0.52596 -16.09326 0.125
H -0.68816 0.71144 -14.26023 0.121
C 2.79278 10.31708 -15.23190 -0.133
C 1.35748 9.80148 -15.33440 -0.123
O 0.80789 9.73434 -13.99634 -0.214
S 1.84980 10.24041 -12.92215 0.561
O 2.47519 9.13571 -12.29340 -0.230
O 1.32511 11.26423 -12.11617 -0.190
O 2.80639 10.96249 -13.95544 -0.169
H 2.88769 11.07188 -16.01106 0.100
H 3.56524 9.56527 -15.38286 0.113
H 1.27194 8.83637 -15.83191 0.080
H 0.68410 10.42705 -15.92251 0.128
C 0.81501 3.51603 -19.92070 -0.179
C 1.83327 3.47252 -21.05599 -0.146
O 2.45649 2.18240 -20.91024 -0.202
S 1.39887 1.13489 -20.33643 0.580
O 1.95265 0.46356 -19.22785 -0.210
O 0.86032 0.40448 -21.41994 -0.212
O 0.30848 2.18685 -19.81955 -0.172
H 0.03381 4.22799 -20.15228 0.115
H 1.40906 3.73074 -19.03350 0.101
H 2.51973 4.30953 -21.04644 0.118
H 1.27160 3.39750 -21.99584 0.135
C -2.46904 8.31911 -14.17857 -0.152
C -3.94747 8.60130 -14.50763 -0.136
O -4.11821 10.01263 -14.46050 -0.175
S -2.91181 10.74925 -13.74803 0.578
O -3.19589 10.87777 -12.36831 -0.208
O -2.52400 11.85397 -14.52329 -0.195
O -1.85855 9.57065 -13.92597 -0.197
H -2.00494 7.79751 -15.01693 0.110
H -2.35920 7.68644 -13.29718 0.112
H -4.64211 8.08116 -13.84603 0.133
H -4.22810 8.28579 -15.51345 0.121
C 1.14628 8.41478 -22.13866 -0.152
C 0.47344 9.11006 -23.31303 -0.185
O 1.52582 9.37393 -24.22681 -0.180
S 2.96103 9.44971 -23.50794 0.558
O 3.42421 10.77604 -23.47151 -0.246
O 3.73868 8.41299 -24.06633 -0.212
O 2.45994 9.02643 -22.06077 -0.218
H 1.27615 7.36267 -22.37308 0.129
H 0.63647 8.55731 -21.19854 0.112
H -0.07077 10.01174 -23.02979 0.099
H -0.24366 8.42036 -23.75339 0.127
C -0.03150 7.25753 -11.22278 -0.144
C -0.94161 7.47916 -10.00445 -0.114
O -2.19149 6.85201 -10.40414 -0.182
S -1.80906 5.50979 -11.10953 0.544
O -2.82519 5.15066 -12.00900 -0.214
O -1.31075 4.55580 -10.19673 -0.194
O -0.59882 6.15330 -11.91400 -0.215
H 1.00373 7.11569 -10.92606 0.135
H -0.08112 8.14174 -11.85520 0.109
H -1.27606 8.49630 -9.80314 0.141
H -0.62114 7.09781 -9.03444 0.132
```

Computed properties:
- Lowest unoccupied orbital energy: -0.4 eV
- Energy: -473179.1175 eV
- M: 1797.21 g mol⁻¹

---

Record 2
The following is a DFT calculation (ωB97M-V/def2-TZVPD) of a 4-piece molecular cluster, C27H58BNO3Si overall.

XYZ file:
```
91
Properties=species:S:1:pos:R:3:lowdin_charge:R:1
C -6.35334 0.08786 -0.01573 -0.159
N -5.27873 -0.74385 -0.67342 -0.170
C -4.76607 -0.01175 -1.89080 -0.222
B -3.13996 -0.26833 -2.03663 -0.059
C -2.30533 -0.21723 -0.62637 -0.187
C -0.70869 -0.15370 -0.81313 -0.212
C -0.08807 0.12014 0.67425 -0.202
C -0.19530 -1.27035 1.49385 -0.193
C 0.82496 -1.20939 2.74463 -0.208
C 0.11860 -0.98329 4.16667 -0.221
C -0.58193 0.45580 4.34204 -0.255
C 0.52807 1.61630 4.44259 -0.264
Si 0.01086 3.26679 3.55790 0.552
C -1.79197 3.26108 2.91833 -0.207
C 0.23414 4.65066 4.88696 -0.221
C 1.26656 3.44877 2.08446 -0.219
C 0.82413 3.47956 0.58297 -0.070
C 1.96570 3.58792 -0.49794 -0.069
C 3.43859 3.67926 -0.03210 -0.093
C 3.89152 3.65529 1.46147 -0.080
C 2.77770 3.54552 2.52709 -0.078
H -7.11450 -0.62406 0.48385 0.083
H -6.87397 0.72104 -0.82205 0.079
H -5.89228 0.73388 0.82368 0.085
H -5.68763 -1.65587 -0.95877 0.100
H -5.34403 -0.25952 -2.85354 0.083
H -4.91858 1.11196 -1.68551 0.112
H -2.61310 -0.45017 -3.09545 0.057
H -2.64380 -1.09597 0.02317 0.103
H -2.68623 0.73582 -0.08395 0.113
H -0.35589 -1.16696 -1.21844 0.109
H -0.36137 0.68578 -1.50900 0.102
H 1.00098 0.47646 0.58901 0.106
H -0.77606 0.86350 1.20394 0.073
H -1.26086 -1.56859 1.77232 0.109
H 0.18419 -2.09374 0.77296 0.094
H 1.32271 -2.25519 2.79379 0.098
H 1.68024 -0.47508 2.52018 0.099
H 0.92212 -1.08582 4.97331 0.110
H -0.69767 -1.78360 4.26797 0.111
H -1.29716 0.58216 3.45040 0.087
H -1.15141 0.45085 5.34733 0.113
H 0.86173 1.84289 5.52832 0.087
H 1.47919 1.19621 3.93032 0.068
H -2.26151 4.31380 2.82950 0.054
H -1.84809 2.73850 1.90154 0.015
H -2.42531 2.65439 3.65397 0.043
H -0.16912 5.66960 4.53748 0.040
H 1.30718 4.72701 5.28764 0.037
H -0.41753 4.31293 5.78498 0.045
H -0.28072 3.42677 0.32433 0.079
H 1.64557 3.57884 -1.60477 0.089
H 4.27324 3.77708 -0.81734 0.083
H 4.97026 3.70195 1.81518 0.084
H 3.05269 3.49418 3.63143 0.086
C 4.67992 -0.13664 -0.12342 -0.062
C 6.16825 -0.22255 -0.42076 -0.499
C 6.67325 1.04725 -1.08796 -0.067
O 6.41839 -1.33801 -1.27408 -0.061
H 4.10329 -0.01048 -1.04569 0.084
H 4.32785 -1.05987 0.34526 0.075
H 4.45838 0.70091 0.54356 0.065
H 6.71953 -0.39387 0.50805 0.139
H 6.16604 1.21420 -2.04396 0.081
H 7.74172 0.96760 -1.30645 0.079
H 6.51075 1.92005 -0.44978 0.069
H 5.93500 -1.19597 -2.09878 0.087
C -5.29079 0.38396 -7.03779 -0.064
C -4.38361 -0.21753 -5.97599 -0.496
C -3.47458 -1.28473 -6.56453 -0.062
O -5.18023 -0.79135 -4.94111 -0.082
H -5.93981 -0.38121 -7.47607 0.081
H -5.94626 1.14097 -6.59874 0.081
H -4.70840 0.84752 -7.83825 0.081
H -3.77784 0.57077 -5.52043 0.139
H -4.06082 -2.10769 -6.98647 0.082
H -2.83657 -1.71619 -5.78845 0.076
H -2.83781 -0.87124 -7.35089 0.081
H -5.72006 -1.49077 -5.33372 0.096
C 3.62167 -5.17585 0.03261 -0.060
C 2.24774 -4.75761 0.53219 -0.502
C 1.32612 -5.95708 0.68755 -0.064
O 1.67061 -3.83215 -0.38678 -0.070
H 3.55121 -5.65294 -0.95041 0.082
H 4.26957 -4.30295 -0.08524 0.076
H 4.09825 -5.87394 0.72575 0.081
H 2.34656 -4.24337 1.49233 0.129
H 1.17620 -6.46124 -0.27281 0.081
H 0.33922 -5.64048 1.03606 0.079
H 1.73382 -6.67867 1.40029 0.080
H 1.57871 -4.27695 -1.23999 0.089
```

Computed properties:
- Lowest unoccupied orbital energy: 0.6 eV
- Energy: -45120.1716 eV
- SMILES string: CNCBCCCCCCCC[Si](C)(C)c1ccccc1.CC(C)O.CC(C)O.CC(C)O
- M: 483.66 g mol⁻¹

---

Q: What is the energy in the second record?
A: -45120.1716 eV

---

Q: Which of these has the highest M?
A: C27H57Br3F6NNaO40S12